Below is C14H30Be2BrF2NO11S2 as an isolated structure, with properties calculated with the ωB97M-V functional and the def2-TZVPD basis.

```
! wB97M-V def2-TZVPD RIJCOSX def2/J DEFGRID3
* xyz 0 1
C 0.639 2.700 -0.810
C -3.088 1.997 -0.417
O -5.918 0.049 0.865
H 0.581 -0.888 3.780
F 2.620 -5.551 2.360
H 1.080 -1.325 0.781
H -1.629 -1.780 1.650
H 3.777 -1.832 -0.331
H 4.728 -1.998 -3.213
H -3.604 1.661 0.491
H 1.245 0.282 2.662
Br -4.401 1.503 2.143
O 2.476 1.828 1.112
C 1.057 -1.673 1.818
H 1.637 -4.450 -2.097
H 0.276 2.246 0.116
H 0.414 -2.554 1.856
Be -4.417 2.832 0.478
C 3.514 -3.797 -1.175
H -3.152 3.775 0.510
H -2.204 -0.891 4.530
O 2.898 1.863 -1.239
H 4.069 -4.475 -1.829
S 2.836 2.755 0.099
O 1.622 3.704 -0.445
Be -0.107 5.032 1.089
H 1.556 2.204 -2.688
O -0.720 -0.069 2.394
H -0.003 3.702 -2.565
C -2.302 3.186 0.057
H 5.274 -2.530 -0.934
C -1.783 -1.016 2.420
H -4.860 1.857 -1.410
C 1.533 1.765 -1.689
H -1.634 2.883 0.867
H -1.191 4.921 -0.623
C -2.007 -1.655 3.778
H -2.857 -2.337 3.737
O 2.649 -3.167 -4.284
C -0.480 3.156 -1.750
H -0.944 2.264 -2.186
O 1.394 -1.377 -3.042
O -5.880 -0.673 -1.177
H -2.524 1.202 -0.896
C 4.208 -2.435 -1.133
C -1.606 3.959 -1.059
H -2.678 -0.466 2.135
H -1.138 -2.226 4.110
C 3.957 -1.751 -2.485
O -6.938 -1.791 0.343
H -2.346 4.255 -1.811
O 3.927 3.605 0.355
F 3.637 -4.570 1.299
H 2.063 -1.981 2.106
O -4.193 2.557 -1.213
H 1.054 0.786 -1.716
H 3.876 -0.671 -2.384
N -6.260 -0.825 0.015
C 0.565 -0.564 2.734
S 2.399 -2.408 -3.091
H 1.489 -3.051 -0.999
C 2.125 -3.551 -1.730
H 3.456 -4.274 -0.145
*
```

Values from the calculation:
E_LUMO ... -5.5 eV
E_tot ... -5032.83111 a.u.
Frontier orbital gap ... 2.434 eV

Partial charges, natural (NBO), in e: 0.019 -0.270 -0.646 0.165 -0.053 0.195 0.159 0.219 0.252 0.137 0.202 -0.438 -0.916 -0.647 0.264 0.223 0.209 1.497 -0.371 0.076 0.214 -0.676 0.224 2.542 -0.699 0.065 0.199 -0.553 0.245 -0.381 0.233 -0.071 0.562 -0.106 0.288 0.205 -0.646 0.228 -0.925 -0.429 0.230 -0.957 -0.594 0.263 -0.409 -0.438 0.194 0.201 -0.677 -0.468 0.241 -0.865 -0.087 0.219 -0.811 0.233 0.255 0.713 -0.069 2.177 0.247 -0.675 0.284

=====

Below is a 18-piece molecular cluster, C18H68ClN32O22 overall, with properties calculated with the ωB97M-V functional and the def2-TZVPD basis.

```
! wB97M-V def2-TZVPD RIJCOSX def2/J DEFGRID3
* xyz -3 1
H 5.142 -2.485 -3.258
H 0.655 0.441 -4.440
O 2.887 0.578 -7.988
H -3.882 1.012 4.138
O 3.797 5.459 1.336
H -0.375 -3.442 2.264
H -1.373 -4.993 -2.040
H -3.894 6.176 4.416
C -0.358 -5.278 -0.382
N -5.252 -4.650 0.034
O 4.386 -5.212 1.339
H -1.124 -4.588 3.551
H -5.450 -5.240 -0.762
H 4.826 -2.096 2.033
H -2.517 6.551 5.371
O -4.468 -1.945 -0.356
O 3.545 3.863 -3.377
N 4.951 -3.080 1.841
N 3.638 -0.314 -1.017
H -1.002 -1.950 1.661
O 0.337 -4.928 0.536
H 6.149 0.617 4.314
H -0.987 1.027 3.602
C 0.237 0.985 5.071
O -0.008 0.064 -0.915
H 1.598 3.298 1.475
N -0.874 -2.581 2.439
N -2.252 3.582 -0.399
N 2.081 2.724 -2.326
H 6.163 0.960 -0.148
H -1.470 3.743 -3.358
H -0.515 1.719 -4.042
H 1.639 4.969 -1.165
C 4.115 -4.065 1.567
H -0.636 -3.584 -1.225
O -6.694 3.098 -1.644
H -5.326 -2.007 -2.585
H -2.065 -3.989 4.887
N -4.152 -0.430 2.167
H -2.938 -3.969 1.867
N 2.025 4.212 1.521
H -5.461 -3.682 -0.166
H -3.976 -3.147 0.713
H 3.690 2.289 1.307
N 5.249 0.534 -0.095
N 2.295 4.979 -1.933
C 4.678 0.468 -1.243
H 3.279 -0.350 -0.074
C -3.923 -1.454 -1.339
H 2.150 -4.086 1.223
N -0.798 -1.212 -4.968
H -5.506 3.788 -3.873
H 3.313 -1.078 -7.011
C 4.513 0.202 3.446
H 0.129 -7.200 -0.281
H 1.905 -0.348 -6.409
H -2.423 -0.445 -2.258
H -2.457 -0.336 -0.516
H 2.918 1.045 4.329
H 4.670 -0.155 -5.487
N -4.923 1.824 -1.629
N -0.624 1.597 4.352
H 2.851 -2.548 1.579
N -0.274 0.835 -4.468
O -1.565 4.260 4.602
H -0.710 2.888 -1.986
C -5.674 2.707 -2.205
H 1.480 2.791 -1.517
O 4.297 1.776 -5.544
O 0.743 1.610 6.033
O 4.854 1.006 -2.315
H -3.726 -0.950 2.921
O 0.661 1.801 0.290
H -2.562 4.048 0.442
H -4.217 4.830 3.303
N -4.412 -1.587 -2.490
Cl 0.300 0.414 0.407
H 3.167 0.319 -4.607
N -2.949 5.945 4.689
C 2.928 -0.108 -6.698
H -3.971 -1.076 -3.241
N -1.671 -3.848 3.967
N 2.947 -3.946 -1.852
N -5.010 3.142 -3.277
H -5.273 1.938 3.575
C 3.302 4.381 1.252
H 2.336 1.811 -2.675
H -0.285 -0.446 3.981
C -4.470 -4.967 1.016
H -3.545 3.246 3.192
H 5.093 -0.193 0.588
C 3.843 -3.888 -2.733
C -4.792 0.631 2.283
O -2.297 0.050 -3.943
H -0.016 -1.155 -5.604
N -2.855 -0.684 -1.377
H 1.561 5.013 1.926
H 5.897 -3.410 1.969
H -0.998 2.435 4.773
C -2.574 4.795 4.238
N 0.332 -0.230 4.751
N 5.155 0.736 4.448
N -0.454 -6.535 -0.769
H 2.802 5.801 -2.229
N -3.457 4.199 3.513
C 3.790 0.488 -5.485
C -1.177 -0.113 -4.415
N -1.397 3.518 -2.376
H -1.400 -1.982 -4.712
H -5.238 1.455 -0.744
O 5.003 -0.537 2.602
O -5.289 1.178 1.333
C 2.644 3.856 -2.558
O 3.739 -4.415 -3.862
C -1.665 -2.607 3.424
H -4.292 -0.734 1.214
O -2.910 5.061 -1.870
O -0.874 0.162 1.282
H 2.680 0.556 2.638
H 3.143 -0.781 -1.764
O -2.263 -1.627 3.837
N -3.790 -3.927 1.326
N 3.892 3.238 1.025
H 4.737 1.558 4.860
O -4.425 -6.077 1.570
H -4.349 1.153 -2.120
O 1.502 -0.188 0.968
N -4.617 1.178 3.465
N 2.948 -3.552 1.535
N -0.930 -4.550 -1.248
H 4.857 3.264 0.731
H 3.096 -3.813 -0.862
H -4.016 3.004 -3.394
N 3.270 0.710 3.443
H 4.785 -2.759 -1.466
H 2.007 -4.261 -2.043
H -1.900 2.637 -0.345
H 0.572 -0.885 5.481
H -0.803 -6.639 -1.711
N 4.827 -2.997 -2.446
C -2.201 4.110 -1.605
*
```

Values from the calculation:
E_LUMO ... 4.3 eV
E_tot ... -4594.25191 a.u.
Frontier orbital gap ... 1.395 eV

Atom charges from the Mulliken analysis, given in e for atoms 1 to 99: 0.308 -0.055 -0.969 0.185 -0.754 -0.003 0.256 0.088 0.166 -0.397 -0.731 0.126 0.219 0.255 0.239 -0.968 -0.683 -0.198 0.870 -0.471 -0.598 0.277 -0.122 0.702 -0.263 -0.027 0.804 0.134 0.564 0.268 0.247 0.093 0.104 0.597 -0.053 -0.750 0.208 0.245 0.195 0.159 -0.151 0.221 0.457 -0.140 -0.090 -0.310 0.243 -0.676 -0.288 0.194 -0.335 0.205 0.152 0.556 0.261 -0.504 0.133 -0.678 0.261 0.106 0.032 0.027 0.032 -0.124 -0.733 -0.224 0.454 -0.340 -0.733 -0.858 -0.600 0.049 0.135 -0.024 0.142 -0.063 -0.729 -0.411 -0.384 0.252 0.163 -0.246 0.284 -0.250 0.313 0.575 -0.169 -0.286 0.536 0.080 -0.046 0.434 0.559 -0.698 0.272 1.189 0.143 0.181 0.151

=====

Below is a 5-piece molecular cluster, C24H21Br2F36NO6S overall, with properties calculated with the ωB97M-V functional and the def2-TZVPD basis.

```
! wB97M-V def2-TZVPD RIJCOSX def2/J DEFGRID3
* xyz 0 1
F 3.045 -5.670 -1.669
H 3.396 -4.159 2.792
C -1.636 2.661 -4.377
C -3.996 1.974 -3.103
F 6.014 -5.204 4.538
F 3.107 -4.490 4.731
F -9.574 7.302 2.905
Br -5.770 2.860 -2.624
C 2.535 -5.351 -4.420
F -9.240 4.789 4.170
H 3.628 -4.025 -0.716
F 2.263 -0.117 0.213
O -9.440 5.611 -0.277
F 2.066 -4.916 0.119
F 4.510 -5.175 6.434
F -8.261 4.035 2.382
S 0.593 1.562 -3.300
C 4.220 0.026 1.497
N -1.099 1.394 -3.749
H 1.852 -2.273 -3.498
C 4.236 -4.091 7.199
C 5.326 -4.309 3.778
F 5.349 0.715 1.782
F 4.107 0.162 -0.893
C 3.187 2.036 0.192
F 1.732 -2.403 -1.146
H 3.567 0.060 2.377
F 4.993 2.971 1.665
O 1.425 2.432 -4.288
H -7.924 6.635 0.754
F 0.625 2.239 -1.722
F -3.421 1.552 -1.776
F -3.971 0.817 -5.471
F -8.850 2.073 0.354
F 4.595 -1.273 1.330
O 1.262 0.139 -3.297
F -8.492 4.163 -1.689
H -10.390 2.920 -0.574
F -7.570 4.472 0.247
H -0.914 3.593 -4.288
H -9.454 7.432 0.553
H -1.752 2.443 -5.545
H 4.873 -4.159 8.090
F -5.875 0.539 -4.058
O 1.866 -4.094 -4.328
F -10.769 5.664 2.135
H 3.382 -3.070 -3.297
C 3.856 -4.703 3.625
H -3.730 3.682 -4.684
O 5.728 -2.745 5.745
F 6.285 1.039 -0.306
C 1.700 -6.532 -3.899
F 2.456 -7.632 -3.697
F 3.505 -2.418 5.614
F 3.736 -5.233 -3.804
Br -3.706 -1.043 -3.195
C 1.818 -3.588 -1.835
C -4.372 0.687 -4.047
H -2.902 3.971 -3.003
H 2.307 2.144 -0.458
O 4.170 2.876 -0.428
H 6.601 -2.623 3.948
F 1.076 -6.256 -2.727
C -3.107 3.140 -3.835
H 2.866 2.440 1.160
C -9.488 6.117 2.216
C 6.565 2.342 -0.062
C -8.600 5.173 3.030
F 7.530 2.371 0.882
C 5.325 3.147 0.363
C 3.476 0.526 0.256
H 4.932 -2.145 3.896
C -9.006 6.458 0.795
C -8.771 4.354 -0.368
H -1.209 0.593 -4.441
F 2.949 -4.200 7.595
C 5.606 -2.898 4.324
F 3.750 -6.031 3.341
C -9.607 3.173 0.152
H 0.916 -6.785 -4.625
F 4.572 -1.753 7.378
H 6.981 2.758 -0.988
F 5.906 -4.380 2.535
F 5.582 4.479 0.226
H -7.678 5.680 3.335
F 2.815 -5.542 -5.740
C 2.300 -3.246 -3.256
F 0.538 -4.041 -1.916
F -10.230 3.448 1.324
C 4.499 -2.765 6.467
C 2.706 -4.532 -1.021
*
```

Values from the calculation:
E_LUMO ... -1.5 eV
E_tot ... -10574.46282 a.u.
Frontier orbital gap ... 9.648 eV
SMILES ... O=S(=O)(F)NCC[C@@](F)(Br)C(F)(F)Br.FC(F)C(F)(F)COC(F)(F)C(F)F.FC(F)C(F)(F)COC(F)(F)C(F)F.FC(F)C(F)(F)COC(F)(F)C(F)F.FC(F)C(F)(F)COC(F)(F)C(F)F

Partial charges, Mulliken, in e: -0.220 0.165 -0.538 0.357 -0.297 -0.206 -0.328 -0.124 0.692 -0.288 0.254 -0.281 -0.404 -0.280 -0.196 -0.178 0.882 -0.004 -0.102 0.319 0.224 0.849 -0.244 -0.292 -0.433 -0.192 0.298 -0.260 -0.560 0.323 -0.290 -0.263 -0.240 -0.246 -0.257 -0.419 -0.323 0.240 -0.265 0.378 0.422 0.253 0.226 -0.246 -0.416 -0.271 0.382 0.233 0.351 -0.431 -0.155 0.241 -0.256 -0.257 -0.266 -0.057 0.740 0.503 0.402 0.041 -0.414 0.470 -0.179 -0.683 0.402 0.832 0.229 0.122 -0.259 0.718 1.040 0.306 -0.687 0.777 0.323 -0.256 -0.662 -0.293 0.201 0.217 -0.299 0.225 -0.300 -0.304 0.272 -0.303 -0.517 -0.315 -0.201 0.715 0.130